(1)
{"formula": "C4H11NOP", "method": "ωB97M-V/def2-TZVPD", "spin_multiplicity": 3, "energy_ev": -17140.48082, "homo_lumo_gap_ev": [7.37, 7.71], "e_above_lowest_kj_mol": 84.3, "s_squared": 2.01, "total_charge": 1, "elements": ["C", "C", "C", "C", "N", "O", "P", "H", "H", "H", "H", "H", "H", "H", "H", "H", "H", "H"], "positions_angstrom": [[-0.2243, -1.0633, -1.6083], [-1.5346, 0.2233, 0.5580], [1.2202, 0.6012, 1.5267], [0.1552, -0.0450, -0.6060], [1.0008, -0.4703, 0.4689], [-0.1243, 1.7176, -2.5643], [0.1686, 1.8566, -1.1349], [-1.0776, -1.5392, -1.1358], [0.6466, -1.7753, -1.6694], [-0.6285, -0.5949, -2.5799], [-1.6193, 1.0832, 1.1842], [-1.6420, -0.7070, 1.0474], [-2.3744, 0.3459, -0.2247], [1.4373, 1.5881, 1.1022], [0.2691, 0.5972, 2.1034], [1.9934, 0.1806, 2.2500], [1.9304, -0.8650, 0.2022], [0.4033, -1.1338, 1.0804]], "forces_ev_per_angstrom": [[0.138, -0.012, -0.913], [0.121, 0.155, -4.321], [0.096, -0.973, 1.832], [-4.814, 2.850, 2.094], [0.475, -0.418, 2.446], [-0.555, 0.103, -2.748], [1.282, -0.671, 2.248], [-0.052, -0.766, -0.261], [-1.048, 0.477, -0.750], [1.175, -0.954, 1.442], [0.637, 0.567, 0.443], [-0.062, -1.135, 0.691], [1.539, -0.419, 1.025], [0.225, -0.510, 0.097], [0.786, 0.476, -0.456], [-0.679, 0.912, -1.165], [-0.865, 0.006, -0.018], [1.602, 0.312, -1.686]]}

=====

(2)
{"formula": "C6H8NOS", "method": "ωB97M-V/def2-TZVPD", "energy_ev": -20715.30362, "smiles": "[NH3+][C@]12C=CC=C[C@@]1(O)S2", "homo_lumo_gap_ev": 9.12, "e_above_lowest_kj_mol": 214.8, "total_charge": 1, "elements": ["N", "C", "C", "C", "C", "C", "C", "O", "S", "H", "H", "H", "H", "H", "H", "H", "H"], "positions_angstrom": [[-1.7082, 0.9299, -0.9418], [-0.6012, -0.0031, -0.5231], [-0.8718, -1.1909, 0.2984], [0.1394, -1.8403, 0.9035], [1.4151, -1.2392, 1.0054], [1.5846, 0.0366, 0.6704], [0.7516, 0.6825, -0.3419], [0.5826, 2.0724, -0.3537], [0.5645, -0.0985, -1.9709], [-1.4141, 1.8899, -0.3682], [-2.5883, 0.5849, -0.5634], [-1.7030, 1.0617, -1.9151], [-1.9711, -1.3739, 0.3135], [-0.2352, -2.7313, 1.3305], [2.1300, -1.5847, 1.6540], [2.4316, 0.4800, 1.1898], [1.4934, 2.3236, -0.3874]], "forces_ev_per_angstrom": [[1.440, 1.910, 5.197], [1.453, -0.629, -1.264], [-1.545, 1.548, -1.283], [-2.156, 0.155, -1.102], [-1.292, 0.768, 0.009], [1.179, 0.387, -0.583], [-1.769, 0.175, 0.466], [0.217, -1.047, 0.399], [0.007, -0.477, 0.334], [-1.118, -2.365, -2.163], [-0.317, 0.162, -0.242], [-0.109, 0.431, -1.682], [1.110, -0.859, 0.379], [0.689, -1.034, 0.919], [1.428, -1.396, 1.415], [-0.106, 0.713, -0.722], [0.885, 1.558, -0.077]]}

=====

(3)
{"formula": "C19H15Cl2NO3S", "method": "ωB97M-V/def2-TZVPD", "energy_ev": -63459.15560, "smiles": "COc1ccc(COc2ccsc2C(=O)Nc2ccc(Cl)c(Cl)c2)cc1", "homo_lumo_gap_ev": 8.70, "e_above_lowest_kj_mol": 170.9, "total_charge": 0, "elements": ["C", "O", "C", "C", "C", "C", "C", "O", "C", "C", "C", "S", "C", "C", "O", "N", "C", "C", "C", "C", "Cl", "C", "Cl", "C", "C", "C", "H", "H", "H", "H", "H", "H", "H", "H", "H", "H", "H", "H", "H", "H", "H"], "positions_angstrom": [[-0.3853, 3.6248, 1.5420], [-0.8047, 3.0901, 0.3111], [-0.0339, 2.1410, -0.2854], [1.1654, 1.6509, 0.2140], [1.8495, 0.6588, -0.4739], [1.3468, 0.1259, -1.6481], [2.0281, -0.9983, -2.3895], [3.0009, -1.7068, -1.6461], [2.6680, -2.3558, -0.5174], [3.7313, -2.9630, 0.2172], [3.3272, -3.5116, 1.3842], [1.6454, -3.3043, 1.6498], [1.4575, -2.4691, 0.1272], [0.1047, -2.0274, -0.2670], [-0.3861, -2.2651, -1.3501], [-0.5267, -1.3507, 0.7451], [-1.7023, -0.6108, 0.6901], [-2.0241, 0.1908, 1.7856], [-3.1449, 0.9939, 1.7610], [-3.9654, 1.0115, 0.6434], [-5.3500, 2.0340, 0.6118], [-3.6577, 0.1988, -0.4433], [-4.6629, 0.2020, -1.8390], [-2.5379, -0.6143, -0.4219], [0.1563, 0.6405, -2.1571], [-0.5206, 1.6368, -1.4939], [-1.1548, 4.3391, 1.8295], [-0.3072, 2.8491, 2.3107], [0.5738, 4.1450, 1.4504], [1.5842, 2.0295, 1.1333], [2.7867, 0.2982, -0.0744], [1.2612, -1.6879, -2.7650], [2.5902, -0.6002, -3.2417], [4.7415, -2.9663, -0.1476], [3.9141, -4.0328, 2.1135], [-0.0020, -1.2453, 1.6033], [-1.3863, 0.1870, 2.6577], [-3.3887, 1.6201, 2.6043], [-2.3022, -1.2337, -1.2706], [-0.2438, 0.2392, -3.0752], [-1.4450, 2.0363, -1.8780]], "forces_ev_per_angstrom": [[0.056, 0.075, 0.126], [-0.057, -0.106, -0.274], [0.053, -0.091, -0.137], [-0.156, 0.299, 0.222], [0.053, -0.091, -0.288], [0.292, 0.039, 0.109], [-0.299, 0.187, -0.566], [0.259, -0.111, 0.138], [-0.371, -0.055, 0.355], [-0.041, -0.022, -0.012], [-0.358, 0.162, -0.001], [0.221, 0.054, -0.410], [0.400, -0.366, 0.168], [-0.067, -0.067, 0.216], [-0.164, -0.046, -0.093], [0.166, -0.140, 0.320], [-0.547, 0.182, -0.134], [0.004, -0.100, -0.107], [-0.022, -0.065, -0.138], [0.075, -0.087, -0.092], [-0.129, 0.153, 0.103], [0.077, 0.097, 0.348], [-0.034, -0.067, -0.209], [-0.021, -0.123, 0.006], [0.144, 0.083, 0.152], [0.058, 0.224, 0.084], [0.070, -0.029, 0.032], [0.021, 0.001, -0.013], [-0.023, -0.041, 0.012], [0.003, 0.072, 0.094], [0.051, -0.065, 0.033], [0.205, 0.106, 0.054], [-0.089, -0.083, 0.125], [0.216, -0.006, -0.053], [0.179, -0.110, 0.114], [0.042, 0.080, -0.260], [0.087, 0.018, 0.104], [-0.035, 0.062, 0.074], [-0.026, 0.012, -0.027], [-0.126, -0.082, -0.116], [-0.164, 0.043, -0.060]]}

=====

(4)
{"formula": "C4H10N2OS", "method": "ωB97M-V/def2-TZVPD", "energy_ev": -20168.79191, "homo_lumo_gap_ev": 9.43, "e_above_lowest_kj_mol": 495.1, "total_charge": 0, "elements": ["C", "N", "C", "N", "O", "C", "C", "S", "H", "H", "H", "H", "H", "H", "H", "H", "H", "H"], "positions_angstrom": [[-0.4207, -1.6997, 0.2676], [-0.5255, -0.5722, 1.3053], [-1.1213, 0.7040, 0.9584], [-2.1145, 0.7557, -0.2977], [-0.9761, 1.8134, 1.6388], [1.0657, -1.7985, -0.1104], [1.8180, -0.5166, -0.1568], [1.1162, 0.6261, -1.5618], [-0.9495, -1.4916, -0.6784], [-0.8832, -2.6028, 0.6581], [-0.0049, 0.4134, 0.6335], [-2.9511, 0.3314, -0.0301], [-2.2498, 1.7556, -0.3853], [1.3098, -2.4051, -0.9851], [1.5928, -2.3123, 0.7336], [2.8589, -0.7541, -0.4065], [1.7782, -0.0192, 0.8461], [-0.1228, 1.1397, -1.3138]], "forces_ev_per_angstrom": [[-0.208, 1.829, -0.981], [0.063, 2.614, -2.352], [-4.860, 3.230, 1.479], [4.080, 0.643, 2.013], [-0.253, -4.770, -2.705], [0.832, -1.707, 1.969], [-1.115, 1.461, -0.046], [1.326, -0.173, -0.167], [-0.175, 0.374, 0.510], [0.374, 0.053, 0.446], [2.407, -2.449, 0.502], [-1.612, -0.878, 0.528], [-0.307, 0.045, 0.075], [-0.639, 0.082, -0.110], [-0.422, -0.060, -0.434], [-0.288, 0.649, -0.307], [0.327, -0.190, -1.067], [0.469, -0.751, 0.646]]}

=====

(5)
{"formula": "C14H41FeN3O6", "method": "ωB97M-V/def2-TZVPD", "spin_multiplicity": 6, "energy_ev": -66311.91396, "homo_lumo_gap_ev": [4.82, 3.87], "s_squared": 8.78, "total_charge": 1, "elements": ["Fe", "C", "O", "H", "H", "H", "C", "O", "H", "H", "H", "O", "H", "H", "C", "C", "C", "O", "C", "N", "H", "H", "H", "H", "H", "H", "H", "H", "H", "H", "H", "C", "C", "C", "O", "C", "N", "H", "H", "H", "H", "H", "H", "H", "H", "H", "H", "H", "C", "C", "C", "O", "C", "N", "H", "H", "H", "H", "H", "H", "H", "H", "H", "H", "H"], "positions_angstrom": [[3.7295, -1.7434, 0.7350], [2.3793, -4.6840, 0.8823], [3.0003, -3.5058, 0.9104], [2.4429, -5.2199, 1.8388], [1.2900, -4.6389, 0.6977], [2.7497, -5.3382, 0.0815], [0.8833, -1.0406, -0.4930], [2.1253, -1.1083, 0.0115], [0.1541, -0.6919, 0.2349], [0.8544, -0.3344, -1.3376], [0.6002, -2.0198, -0.9020], [-0.2070, -4.7115, -1.9801], [0.4381, -4.5177, -1.2922], [-0.6875, -5.4879, -1.6565], [-2.5659, -4.0863, 3.3736], [-3.5271, -2.9455, 3.0594], [-2.8893, -1.9213, 2.1447], [-3.7796, -0.8647, 2.0197], [-3.3587, 0.1540, 1.1523], [-4.8239, -3.4286, 2.5365], [-2.4605, -4.7214, 2.4760], [-2.9753, -4.7278, 4.1459], [-1.5757, -3.6702, 3.5606], [-3.7346, -2.4094, 3.9954], [-2.6732, -2.4065, 1.1672], [-1.9074, -1.6222, 2.5683], [-2.3487, 0.5029, 1.3854], [-4.0641, 0.9660, 1.2460], [-3.3618, -0.2443, 0.1257], [-5.2923, -2.6259, 2.1142], [-4.6212, -4.0735, 1.7670], [-0.5835, 5.0566, 2.0234], [-0.9550, 3.7780, 1.3398], [0.0949, 2.7048, 1.6419], [1.3707, 3.2608, 1.4752], [1.9617, 3.1367, 0.1684], [-2.3366, 3.3457, 1.7259], [0.3640, 5.5090, 1.7412], [-0.5695, 4.9432, 3.1202], [-1.3605, 5.8268, 1.9069], [-0.9156, 3.8833, 0.2479], [-0.1248, 1.8522, 0.9758], [0.0279, 2.3434, 2.6754], [1.3396, 3.5180, -0.6447], [2.2751, 2.0855, -0.0017], [2.9157, 3.6707, 0.1851], [-2.8047, 4.1655, 2.1062], [-2.1725, 2.7667, 2.5616], [0.2925, 2.3583, -3.2120], [1.3033, 1.5359, -3.9912], [2.6635, 1.4975, -3.2698], [3.5660, 0.9463, -4.1700], [4.7978, 0.6642, -3.6134], [0.7545, 0.1564, -4.2078], [-0.6073, 2.6042, -3.7671], [0.7753, 3.3041, -2.9425], [0.0133, 1.8463, -2.2844], [1.4841, 1.9418, -4.9904], [2.6160, 0.9516, -2.3020], [2.9731, 2.5064, -2.9307], [5.4685, 0.3715, -4.4188], [4.7183, -0.1971, -2.9275], [5.2765, 1.5003, -3.0919], [1.4989, -0.5389, -4.1939], [0.0855, -0.1284, -3.5036]], "forces_ev_per_angstrom": [[-3.920, -1.810, -0.913], [-1.998, -2.171, 0.077], [2.381, 3.464, 0.007], [0.525, -0.013, -0.087], [0.198, 0.554, -0.042], [0.468, 0.036, 0.146], [-1.455, -0.529, -1.620], [4.088, 0.257, 1.746], [-0.075, 0.036, 0.322], [0.071, 0.105, 0.180], [-0.312, 0.117, 0.216], [-0.026, -0.110, 0.234], [-0.077, -0.111, -0.078], [0.100, 0.225, -0.159], [-0.434, -0.022, -1.261], [-0.452, 0.012, 0.397], [0.588, -0.749, -0.190], [-0.061, 0.292, 0.358], [0.005, -0.536, -0.494], [0.783, 0.017, -0.221], [-0.021, 0.124, 0.164], [0.301, 0.083, 0.329], [-0.018, -0.235, 0.539], [-0.068, -0.092, -0.076], [-0.121, 0.237, 0.056], [-0.268, 0.274, -0.071], [0.027, 0.089, 0.126], [-0.009, 0.244, -0.083], [0.039, 0.296, -0.022], [-0.055, -0.230, 0.190], [-0.198, 0.151, 0.221], [-0.400, 1.343, 1.024], [-0.428, -0.214, -0.167], [-0.830, -0.036, -0.250], [1.056, -0.336, -0.920], [0.367, -0.497, 0.934], [1.293, -0.368, 0.572], [0.019, -0.197, -0.187], [0.231, -0.356, -0.215], [0.119, -0.176, -0.433], [-0.215, 0.309, 0.075], [0.418, -0.030, 0.074], [-0.026, 0.165, 0.000], [-0.070, -0.121, 0.133], [-0.564, 0.177, -0.178], [-0.325, 0.311, 0.109], [-0.125, -0.087, -0.249], [-0.487, 0.113, -0.320], [0.536, 0.451, 0.096], [-0.400, -1.300, 0.458], [-0.846, 0.770, 0.379], [-0.096, 0.034, -0.160], [0.923, -0.620, 0.038], [0.662, 0.321, 0.124], [-0.056, -0.205, -0.135], [-0.240, 0.001, 0.047], [-0.023, 0.043, -0.046], [0.007, 0.201, 0.182], [-0.132, -0.410, -0.396], [0.018, -0.014, -0.496], [-0.008, -0.046, -0.041], [0.061, 0.104, 0.132], [-0.270, 0.159, 0.063], [-0.093, 0.216, -0.298], [-0.082, 0.286, 0.058]]}

=====

(6)
{"formula": "C14H24DyN4O5", "method": "ωB97M-V/def2-TZVPD", "spin_multiplicity": 6, "energy_ev": -55182.18610, "homo_lumo_gap_ev": [6.96, 6.83], "s_squared": 9.32, "total_charge": 1, "elements": ["O", "H", "Dy", "N", "N", "O", "O", "C", "C", "C", "C", "H", "H", "H", "H", "H", "H", "H", "H", "O", "H", "H", "C", "H", "H", "H", "O", "H", "H", "N", "C", "C", "C", "C", "C", "C", "C", "C", "N", "C", "H", "H", "H", "H", "H", "H", "H", "H"], "positions_angstrom": [[2.6383, 0.2008, -1.7608], [3.0539, 1.0279, -2.0875], [0.6037, 0.3050, -0.7207], [-1.5821, -0.1683, -1.6290], [0.4565, -1.2574, -2.5265], [-2.7672, 0.4507, -1.1348], [1.6937, -1.5953, -3.0150], [-1.7863, -0.8706, -2.7750], [-0.5981, -1.4500, -3.3379], [-3.1119, -0.9326, -3.4693], [-0.4979, -2.0694, -4.6919], [-3.7962, -0.1614, -3.0900], [-3.6257, -1.9107, -3.3932], [-2.9274, -0.7477, -4.5384], [0.5385, -2.3118, -4.9251], [-0.8453, -1.3811, -5.4666], [-1.0490, -3.0095, -4.7613], [-3.4477, -0.2519, -1.1599], [2.2201, -0.6320, -2.6457], [1.2839, -2.1626, 0.0249], [1.3615, -2.7870, 0.7728], [1.6595, -2.6960, -0.7165], [0.2451, 2.4510, -1.3961], [0.0844, 3.1520, -0.5577], [-0.6571, 2.4634, -2.0263], [1.1612, 2.7577, -1.9589], [-3.3625, 3.2575, 0.2502], [-3.1609, 2.3791, -0.1303], [-2.7198, 3.4177, 0.9614], [2.5344, 0.4074, 0.9837], [2.2134, 0.4411, 2.3605], [3.1858, 0.7510, 3.2913], [2.8709, 0.7090, 4.6606], [1.5922, 0.3767, 5.0931], [0.5502, 0.1054, 4.1653], [-0.7925, -0.1493, 4.5357], [-1.7391, -0.3033, 3.5351], [-1.3782, -0.1958, 2.1915], [-0.1086, 0.0300, 1.8022], [0.8627, 0.1690, 2.7601], [2.9093, 1.2608, 0.5781], [3.0214, -0.4246, 0.6653], [4.1952, 1.0311, 2.9865], [3.6257, 0.9610, 5.4061], [1.3405, 0.3653, 6.1619], [-1.0630, -0.2122, 5.5880], [-2.7811, -0.5005, 3.7660], [-2.1044, -0.2896, 1.3741]], "forces_ev_per_angstrom": [[-0.054, 0.954, -0.531], [-0.399, -0.898, 0.140], [1.056, -0.401, 1.292], [-2.349, -1.669, -2.936], [-1.126, -0.931, -3.453], [0.412, -0.906, 0.104], [-1.397, 0.565, 0.208], [-0.754, 2.182, 3.215], [3.624, -0.198, 1.493], [-0.125, 0.085, -0.196], [0.220, -0.119, -0.081], [0.285, -0.224, -0.309], [0.484, 0.322, 0.056], [-0.195, -0.096, 0.296], [-0.021, 0.155, 0.234], [-0.167, -0.083, 0.093], [-0.232, 0.149, 0.035], [0.191, 0.556, 0.163], [0.785, -0.723, 0.536], [0.607, -1.440, -0.250], [-0.223, 0.627, -0.225], [-0.351, 0.745, 0.385], [0.195, 0.531, 0.204], [0.050, 0.023, -0.380], [0.319, 0.296, -0.076], [-0.800, 0.055, 0.198], [0.284, -0.539, 0.066], [0.057, 0.723, 0.369], [-0.292, -0.208, -0.463], [-1.033, 0.265, -1.055], [0.430, 0.219, 0.735], [-0.638, -0.255, 0.014], [-0.917, -0.068, 0.884], [0.464, 0.178, 0.033], [0.430, 0.260, -0.713], [-0.129, -0.054, -0.781], [-0.154, -0.066, 0.721], [1.635, 0.249, -0.631], [-0.737, -0.156, 0.149], [-0.166, 0.054, 0.530], [0.450, -0.291, 0.379], [0.144, 0.323, 0.015], [-0.321, -0.195, -0.086], [-0.166, -0.104, -0.256], [0.246, -0.025, -0.483], [0.024, 0.018, -0.221], [0.161, 0.052, 0.098], [0.191, 0.063, 0.479]]}